[1]
Below is C17H16N4O3 in the gas phase in a non-equilibrium geometry, with properties calculated with ωB97M-V with the def2-TZVPD basis set.

```
40
Properties=species:S:1:pos:R:3:forces:R:3
H -4.425326 2.531621 0.227974 -0.1 0.1 0.0
C 1.939160 -2.226611 0.104996 -0.9 -0.1 -0.3
C 4.853007 0.246940 -0.390721 -0.1 0.0 0.1
H 4.099853 3.461549 -1.096595 0.0 0.1 0.0
C -2.607538 -0.686101 -0.258247 -0.6 1.1 0.0
N -0.062811 -1.257779 0.615020 -1.4 -0.3 -0.2
C 3.913178 0.002087 0.602947 0.0 -0.1 0.0
H -0.647306 2.536090 -0.234148 0.1 0.0 0.0
C 3.825539 -1.368500 1.223600 0.1 0.3 0.3
C -4.549411 0.382518 0.137259 0.7 0.0 -0.1
C 3.036173 1.011879 0.975331 0.1 0.0 0.0
C -0.666410 -1.990333 -0.291084 1.1 -0.2 0.0
H -1.956133 3.518613 0.472879 0.0 0.1 0.0
C 1.356823 -3.085153 -0.853486 0.0 0.3 0.3
H 5.655681 1.669414 -1.770176 0.1 0.0 -0.1
C -3.886311 1.612889 0.076497 -0.1 -0.2 0.0
H -1.872672 3.277135 -1.272296 0.0 0.1 -0.1
O -2.011349 -1.878461 -0.462844 -0.1 -0.3 0.0
C 0.010046 -2.960594 -1.058284 -0.1 0.4 0.3
H 4.821132 -1.766989 1.434898 -0.2 0.0 0.0
H -6.351946 -1.437678 -0.515027 0.0 0.0 0.1
H 2.290639 0.817252 1.730008 -0.1 0.0 0.1
H -7.527970 -0.723184 0.632649 0.1 0.0 0.0
N -1.896516 0.413222 -0.364835 0.3 -0.3 -0.3
H 5.530063 -0.541108 -0.688146 0.1 -0.1 0.0
C 4.920796 1.487294 -0.999578 0.1 0.0 -0.1
H 3.225830 -1.339223 2.137577 0.2 0.0 -0.1
C 3.106187 2.252343 0.365295 0.0 0.1 0.0
H 1.970362 -3.795301 -1.384239 0.0 -0.1 -0.1
C 4.047467 2.492985 -0.621052 0.0 0.1 0.0
O 3.255907 -2.314297 0.312699 0.2 -0.3 -0.1
C -2.528871 1.572595 -0.187807 -0.5 -0.1 0.1
H -6.031846 -1.510213 1.227269 -0.1 0.0 -0.1
N -3.909565 -0.768229 -0.027491 -0.1 -0.2 0.1
H -0.534342 -3.565255 -1.765654 0.0 -0.1 -0.1
H 2.420907 3.033660 0.659672 -0.1 0.1 0.0
C -6.475114 -0.908554 0.431741 -0.2 -0.4 0.0
O -5.861130 0.367673 0.372524 0.1 0.4 0.0
N 1.220352 -1.370299 0.806888 1.3 -0.3 0.1
C -1.696545 2.806118 -0.305997 0.0 0.0 0.0
```
Forces are in eV/Å.

## Properties
SMILES: COc1cc(C)nc(Oc2ccc(OCc3ccccc3)nn2)n1
orbital gap: 9.197 eV
electronic energy: -1102.135795 hartree

The computed Mulliken charges, all in e, follow: number 1, H, carries 0.45; number 2, C, carries 0.41; number 3, C, carries -0.43; number 4, H, carries 0.38; number 5, C, carries 0.39; number 6, N, carries -0.57; number 7, C, carries 0.62; number 8, H, carries 0.28; number 9, C, carries -1.09; number 10, C, carries 0.69; number 11, C, carries -0.15; number 12, C, carries 0.49; number 13, H, carries 0.37; number 14, C, carries -0.41; number 15, H, carries 0.38; number 16, C, carries -0.68; number 17, H, carries 0.25; number 18, O, carries -0.44; number 19, C, carries -0.40; number 20, H, carries 0.44; number 21, H, carries 0.29; number 22, H, carries 0.36; number 23, H, carries 0.26; number 24, N, carries -0.34; number 25, H, carries 0.40; number 26, C, carries -0.52; number 27, H, carries 0.43; number 28, C, carries -0.58; number 29, H, carries 0.43; number 30, C, carries -0.41; number 31, O, carries -0.40; number 32, C, carries 0.66; number 33, H, carries 0.30; number 34, N, carries -0.45; number 35, H, carries 0.45; number 36, H, carries 0.39; number 37, C, carries -0.67; number 38, O, carries -0.40; number 39, N, carries -0.02; number 40, C, carries -1.14

[2]
Below is C4H5N3O in the gas phase in a non-equilibrium geometry, with properties calculated with ωB97M-V with the def2-TZVPD basis set.

```
13
Properties=species:S:1:pos:R:3:forces:R:3
N -0.431763 -1.354603 0.024741 -7.1 -1.6 -0.1
N 1.763465 -0.790869 -0.139914 -0.3 2.2 -0.4
H 3.632625 -0.045170 0.171808 2.6 -0.6 0.2
C 0.509625 -0.483215 -0.031798 5.1 2.2 0.6
C 0.027651 0.859684 0.220657 -3.1 3.6 -2.7
O -2.215811 0.364225 -0.114827 2.7 1.1 -0.6
H 2.705264 1.208471 -0.732485 0.1 -1.0 -0.7
H 2.405551 1.085003 0.934330 1.0 -2.0 -1.5
C 2.724326 0.382826 -0.007415 -4.2 1.8 2.3
N -1.136063 1.409549 -0.084399 0.5 -2.8 1.4
H -2.521787 -1.411544 0.531857 1.5 0.0 -1.5
H 0.543931 1.762702 0.119056 2.2 0.8 0.6
C -1.663030 -0.819595 0.033732 -1.1 -3.9 2.4
```
Forces are in eV/Å.

## Properties
SMILES: C/N=c1\cnocn1
orbital gap: 8.836 eV
electronic energy: -394.751665 hartree

The computed Mulliken charges, all in e, follow: number 1, N, carries -0.52; number 2, N, carries -0.61; number 3, H, carries 0.33; number 4, C, carries 0.79; number 5, C, carries -0.04; number 6, O, carries -0.21; number 7, H, carries 0.31; number 8, H, carries 0.23; number 9, C, carries -0.81; number 10, N, carries -0.29; number 11, H, carries 0.30; number 12, H, carries 0.43; number 13, C, carries 0.09

[3]
Below is C28H31N5O6 in the gas phase, with properties calculated with ωB97M-V with the def2-TZVPD basis set.

```
70
Properties=species:S:1:pos:R:3:forces:R:3
C -0.973740 0.339947 1.941541 0.5 0.3 -0.4
H -6.532010 -2.626191 -1.003767 0.0 -0.1 0.0
O 2.598499 -4.271253 0.239618 -0.1 -0.3 0.0
C -0.242891 -2.607966 -0.539694 -0.1 0.0 -0.2
H -6.788288 -2.604096 0.737390 0.0 -0.1 0.0
N 2.664949 -2.169295 -0.639473 0.0 0.1 -0.2
H -0.002601 -2.662509 -2.678459 0.0 0.0 -0.1
H 0.115943 -1.997404 0.293762 0.0 0.0 0.1
H 0.407631 -1.112290 -1.938163 -0.1 0.0 -0.1
H -7.962179 0.445207 -0.667753 -0.1 0.0 0.0
H 3.635655 -3.293683 2.235702 0.0 0.1 -0.2
C -4.262457 0.575836 0.334810 -0.3 -0.1 -0.1
C 3.020453 -0.851886 -0.497630 0.2 0.2 0.5
N 3.885224 0.970186 0.853150 0.2 -0.6 -0.3
H -3.611487 3.274182 -0.667070 0.0 0.1 0.0
H -8.009228 -1.917303 -0.343420 -0.1 -0.1 0.0
C 3.570447 -0.405745 0.684800 0.1 0.2 0.0
C 5.259024 1.412026 0.675985 0.1 0.6 -0.3
C 5.366208 2.483715 -0.407961 0.1 0.1 0.3
H 5.857869 0.541153 0.408618 0.0 0.0 0.1
C 0.483088 -2.195212 -1.819872 0.2 -0.2 0.3
H 1.984843 -3.736426 -1.754633 0.1 0.2 -0.1
H -2.145344 -3.136372 -1.414539 -0.1 0.0 -0.1
O -3.107239 -0.518204 2.729293 0.1 0.0 0.0
C -2.428017 0.047441 1.914018 0.0 -0.1 0.3
C 0.633946 1.467535 0.528327 -0.1 0.0 0.1
C 4.847666 2.934456 -2.657705 0.0 0.1 -0.1
O 3.198900 2.998958 1.586979 0.0 0.2 0.1
H 2.466688 -2.333345 -2.721714 0.0 -0.1 0.1
C -0.022574 0.098830 2.912051 -0.1 0.0 -0.1
H 2.561370 -0.344073 -2.416293 0.0 0.0 0.0
H -1.997815 -1.431856 -0.996893 -0.1 0.1 -0.1
O -1.994446 1.568984 -1.177296 0.1 0.0 0.1
H -2.236534 -2.638368 0.275408 -0.2 0.0 0.1
H -3.632719 3.142548 1.090183 0.0 0.1 0.0
C 2.888560 -3.104987 0.367671 0.1 0.1 0.0
O 4.286868 -0.999408 2.864169 0.1 0.1 0.2
C -6.941718 -2.040536 -0.181068 0.0 0.0 0.0
C -4.254562 3.101040 0.196073 0.0 0.0 -0.1
C -6.254856 -0.712090 -0.098818 0.0 0.1 0.0
N -2.892292 0.594330 0.715674 -0.5 0.0 -0.1
H 5.629648 1.836064 1.613605 0.0 -0.1 -0.1
N 3.473002 -2.616890 1.498281 0.1 -0.1 0.5
C 1.593873 1.241139 1.516078 -0.3 0.2 0.0
H 6.416909 2.783581 -0.521157 -0.1 0.0 0.0
C -4.933204 1.772452 0.075933 0.1 -0.1 0.0
C -0.643925 1.008225 0.760510 0.2 -0.2 0.6
H -4.374905 -1.549297 0.485390 0.1 -0.1 0.0
H 5.850763 3.325747 -2.856869 0.0 0.0 0.0
H 3.353203 0.860089 -1.489874 0.0 0.0 0.0
C 1.269154 0.563669 2.686401 -0.1 0.0 0.0
C 3.823324 -1.293584 1.782070 -0.2 -0.1 -0.6
H 4.190023 3.769218 -2.390202 0.0 0.0 0.0
H -4.990287 3.899785 0.243699 0.0 0.1 0.1
C 2.965746 1.833181 1.342675 -0.3 -0.1 0.0
H -6.810510 2.598397 -0.503783 0.0 0.1 0.0
H 4.468682 2.440347 -3.550452 0.0 0.1 0.0
H 2.036336 0.405404 3.429659 0.1 0.0 0.1
H 4.777949 3.360814 -0.112319 0.1 -0.1 -0.1
H -0.280282 -0.420107 3.821968 0.0 0.0 0.1
O 4.878186 1.966841 -1.635762 0.0 -0.2 0.2
C 1.945555 -2.645774 -1.811643 -0.4 -0.1 -0.4
H 0.878582 2.001181 -0.376760 0.0 0.1 -0.1
C -6.920430 0.471599 -0.382767 0.1 -0.1 0.0
H -0.011663 -3.649718 -0.310352 0.1 0.0 0.1
N 2.780388 0.018546 -1.504778 -0.1 -0.2 -0.1
C -4.915435 -0.643611 0.258009 0.0 0.1 -0.1
C -6.268628 1.687829 -0.292878 0.1 0.0 0.0
C -1.750061 -2.441681 -0.676867 0.2 0.0 0.1
C -1.872822 1.130652 -0.060818 0.1 0.1 -0.3
```
Forces are in eV/Å.

## Properties
SMILES: CCCCn1c(N)c(N(CCOC)C(=O)c2ccc3c(c2)C(=O)N(c2cc(C)ccc2C)C3=O)c(=O)[nH]c1=O
orbital gap: 8.298 eV
electronic energy: -1810.944217 hartree

The computed Mulliken charges, all in e, follow: number 1, C, carries -0.02; number 2, H, carries 0.31; number 3, O, carries -0.65; number 4, C, carries 0.11; number 5, H, carries 0.35; number 6, N, carries 0.04; number 7, H, carries 0.60; number 8, H, carries -0.15; number 9, H, carries 0.23; number 10, H, carries 0.35; number 11, H, carries 0.28; number 12, C, carries 0.07; number 13, C, carries 0.60; number 14, N, carries 0.41; number 15, H, carries 0.31; number 16, H, carries 0.37; number 17, C, carries -0.73; number 18, C, carries -0.92; number 19, C, carries -0.69; number 20, H, carries 0.44; number 21, C, carries -0.17; number 22, H, carries 0.63; number 23, H, carries 0.50; number 24, O, carries -0.62; number 25, C, carries -0.03; number 26, C, carries -0.22; number 27, C, carries -0.86; number 28, O, carries -0.68; number 29, H, carries 0.37; number 30, C, carries -1.24; number 31, H, carries 0.35; number 32, H, carries 0.27; number 33, O, carries -0.64; number 34, H, carries 0.32; number 35, H, carries 0.32; number 36, C, carries 0.51; number 37, O, carries -0.70; number 38, C, carries -1.47; number 39, C, carries -1.62; number 40, C, carries 0.51; number 41, N, carries 0.93; number 42, H, carries 0.37; number 43, N, carries 0.00; number 44, C, carries 1.10; number 45, H, carries 0.46; number 46, C, carries 1.14; number 47, C, carries 0.70; number 48, H, carries 0.47; number 49, H, carries 0.31; number 50, H, carries 0.20; number 51, C, carries -0.20; number 52, C, carries 0.39; number 53, H, carries 0.34; number 54, H, carries 0.47; number 55, C, carries -0.38; number 56, H, carries 0.39; number 57, H, carries 0.26; number 58, H, carries 0.64; number 59, H, carries 0.46; number 60, H, carries 0.52; number 61, O, carries -0.40; number 62, C, carries -1.91; number 63, H, carries 0.57; number 64, C, carries -0.88; number 65, H, carries 0.42; number 66, N, carries 0.08; number 67, C, carries -0.37; number 68, C, carries -1.02; number 69, C, carries -1.57; number 70, C, carries -0.37

Number 1 is which compound? C17H16N4O3

Among the records above, which one has the lowest orbital gap? C28H31N5O6

Among the records above, which one has the lowest orbital gap? C28H31N5O6

Among the records above, which one has the lowest electronic energy? C28H31N5O6